[1]
A molecular structure, C33H64O21S8V at a distorted geometry, computed with ωB97M-V with the def2-TZVPD basis set.

```
127
Properties=species:S:1:pos:R:3:mulliken_charge:R:1
O 2.24960 -1.02712 0.03373 -1.024
V 1.09322 -0.56354 1.05449 0.585
O -0.12466 0.19532 0.25791 0.615
C 1.12776 -0.74413 3.63108 0.745
O 1.75270 -1.64069 2.73038 -0.805
O 0.42565 0.17089 2.93669 -0.293
O 1.27056 -0.71751 4.82739 -0.784
C 1.27514 2.91770 -4.91159 -0.606
C 1.84447 2.90602 -3.51171 1.145
C 2.22409 4.33025 -3.21274 -0.719
S 2.98629 4.81450 -4.70963 1.213
O 4.01119 3.85165 -5.07366 -0.645
O 3.30833 6.19049 -4.80559 -0.757
C 1.56326 4.28727 -5.62552 -0.792
H 0.22595 2.88909 -4.87488 0.322
H 1.62997 2.11723 -5.62752 0.261
H 2.68573 2.24835 -3.29894 0.114
H 1.04049 2.57696 -2.83956 -0.603
H 2.92045 4.38172 -2.34447 0.319
H 1.35226 5.03246 -3.11434 0.151
H 1.77799 4.15678 -6.72949 0.379
H 0.65841 4.88895 -5.47839 0.337
C -0.41174 -5.31397 2.87262 -0.545
C -1.02801 -5.80753 1.51673 -1.014
C -1.13144 -4.61714 0.56136 0.579
S 0.32941 -3.64095 0.89193 1.378
O -0.11426 -2.24761 0.98216 -0.298
O 1.34314 -3.87426 -0.13849 -0.741
C 0.67260 -4.28298 2.52989 -0.560
H -0.07055 -6.16089 3.42134 0.518
H -1.22752 -4.75697 3.38143 0.052
H -2.05252 -6.20646 1.62983 0.410
H -0.37136 -6.56783 1.17368 0.420
H -1.96735 -4.01003 0.97047 -0.923
H -1.20239 -4.76838 -0.53429 0.696
H 0.72619 -3.40875 3.16864 -0.125
H 1.67406 -4.64704 2.46013 0.757
C 0.85156 -0.38739 -3.29449 0.040
C 1.97271 -1.51064 -3.11120 0.245
C 1.37968 -2.79933 -3.60233 -1.056
S -0.44109 -2.62124 -3.39904 1.142
O -1.06219 -3.53855 -2.46636 -0.586
O -0.93831 -2.59972 -4.75804 -0.799
C -0.42694 -0.95791 -2.73266 1.154
H 0.63410 -0.00613 -4.28555 0.396
H 1.07389 0.52622 -2.69477 -0.788
H 2.27071 -1.54827 -2.07501 -0.493
H 2.87906 -1.21033 -3.66496 0.511
H 1.76499 -3.63756 -3.05468 0.526
H 1.47396 -2.91975 -4.68941 0.422
H -0.46934 -0.99683 -1.65606 -1.154
H -1.30864 -0.44030 -3.21773 0.413
C 5.62105 0.78050 0.86077 -0.428
C 6.15182 -0.72013 0.97484 -0.754
C 6.15873 -1.32257 -0.51579 -0.611
S 5.80244 0.05239 -1.62271 1.095
O 5.18090 -0.25930 -2.89534 -0.625
O 6.98266 0.92048 -1.65868 -0.715
C 4.78522 0.91350 -0.39836 1.142
H 6.43372 1.48643 0.97048 0.497
H 4.97807 0.96179 1.69970 -0.053
H 5.49846 -1.33853 1.62438 0.273
H 7.17199 -0.68289 1.42007 0.384
H 5.44848 -2.13959 -0.64718 0.260
H 7.16067 -1.78975 -0.77338 0.456
H 3.87620 0.36043 -0.29226 -1.364
H 4.55209 1.88242 -0.81136 0.534
C -4.24706 -1.89556 -1.66624 -1.132
C -3.43453 -1.98949 -0.37241 3.316
C -4.26532 -2.89807 0.50718 -1.305
S -5.91005 -2.43268 0.31105 1.335
O -6.28941 -1.51363 1.36701 -0.673
O -6.78840 -3.58586 0.12350 -0.792
C -5.68694 -1.59102 -1.22339 -0.690
H -4.23554 -2.82351 -2.24967 0.484
H -3.78600 -1.23182 -2.35145 0.455
H -3.36397 -0.94136 -0.03260 -1.335
H -2.41817 -2.37401 -0.50322 -1.372
H -3.95134 -3.00070 1.49972 0.221
H -4.09207 -3.87809 0.00791 0.645
H -5.74698 -0.46032 -0.98331 0.144
H -6.44490 -1.88591 -1.93932 0.605
C -3.26410 1.55957 0.04513 1.209
C -3.84366 2.96354 0.15945 -0.846
C -4.19753 3.45595 -1.21835 -0.954
S -2.75546 2.86314 -2.16802 1.232
O -1.62762 3.68726 -1.94269 -0.545
O -3.17420 2.45561 -3.48085 -0.773
C -2.57527 1.31219 -1.32550 2.033
H -4.13461 0.94768 0.19508 -0.137
H -2.62008 1.26867 0.89452 -1.417
H -3.05986 3.57066 0.53685 0.263
H -4.62808 2.96784 0.89598 0.555
H -4.19853 4.53132 -1.32701 0.523
H -5.06582 2.98715 -1.66684 0.345
H -1.55146 1.11258 -1.11454 -0.952
H -2.93684 0.49429 -1.94114 -0.507
C -2.33483 -1.81642 3.57510 -0.186
C -1.86220 -1.59442 5.11584 -0.883
C -2.03072 -0.10420 5.41695 -0.710
S -3.33724 0.45220 4.34287 1.328
O -3.26650 1.85345 4.04426 -0.741
O -4.53831 -0.12470 4.84064 -0.744
C -2.73216 -0.47930 2.96949 1.496
H -3.16274 -2.49544 3.50256 0.794
H -1.60617 -2.27032 2.86395 -0.998
H -0.80161 -1.85147 5.15321 0.289
H -2.28237 -2.30826 5.82146 0.487
H -1.10505 0.42782 5.32536 0.119
H -2.45714 0.08956 6.37025 0.640
H -1.86726 0.09619 2.53634 -1.620
H -3.49556 -0.55537 2.23378 0.205
C 1.30497 3.56305 3.32680 -0.709
C 2.58907 4.27046 2.76587 -0.889
C 3.26934 3.29855 1.91796 -0.600
S 1.93136 2.47755 1.09852 1.006
O 2.28521 1.07541 1.27286 -1.008
O 1.94650 2.95452 -0.29597 -0.544
C 0.55478 3.02340 2.04945 1.236
H 0.60372 4.24070 3.82590 0.493
H 1.51774 2.77874 4.09364 0.251
H 3.21124 4.64715 3.59564 0.427
H 2.24379 5.20133 2.27305 0.295
H 3.68504 2.53426 2.58803 0.220
H 4.03639 3.63683 1.22100 0.466
H 0.02445 2.11082 2.27006 -1.404
H 0.04621 3.78316 1.41441 0.522
```

Total charge = -1
E_LUMO = 1.882 eV
Maximum force = 4.09 eV/Å

---

[2]
9 unconnected molecules or ions with the total composition C33H66Cl2O24 at a distorted geometry, computed with ωB97M-V with the def2-TZVPD basis set.

```
125
Properties=species:S:1:pos:R:3:mulliken_charge:R:1
C 12.13983 15.65234 12.84790 -0.732
C 11.46129 16.73118 12.00609 -0.589
O 12.21138 17.92710 12.29259 -0.125
C 12.28310 18.89074 11.36891 0.540
O 11.93383 18.80818 10.22053 -0.604
O 12.85312 19.94952 11.93010 -0.134
C 12.96985 21.13601 11.19277 -0.848
H 11.42019 14.82919 12.77127 0.423
H 12.17592 15.93245 13.89962 -0.103
H 13.13227 15.33584 12.53922 0.383
H 10.39319 16.80608 12.21025 0.316
H 11.51631 16.49759 10.94202 0.417
H 13.59219 21.81661 11.78018 0.261
H 12.04077 21.70708 11.11998 0.345
H 13.45874 21.05082 10.22366 0.325
C 14.78266 18.71483 22.08706 -1.394
C 14.49598 17.96437 20.79195 0.208
O 15.66146 17.26628 20.40322 -0.290
C 15.72877 16.61823 19.26050 0.749
O 14.85131 16.50528 18.43893 -0.450
O 16.79938 15.81441 19.30881 -0.360
C 16.99494 14.83452 18.31076 -0.565
H 15.80278 19.09793 22.04501 0.296
H 14.78611 18.02816 22.94038 0.402
H 14.07187 19.47052 22.41407 0.306
H 14.13153 18.65319 20.02920 -0.023
H 13.69866 17.23277 20.94463 0.404
H 16.72255 13.88125 18.76485 0.256
H 18.04758 14.86237 18.02715 0.261
H 16.43611 15.03824 17.39644 0.221
C 20.95307 25.47953 18.90678 -1.029
C 21.35474 24.59124 17.74243 -0.312
O 20.65695 23.35871 17.83886 -0.321
C 19.80523 22.97244 16.91081 0.764
O 19.58627 23.56381 15.88979 -0.582
O 19.24700 21.83437 17.31199 -0.338
C 18.09793 21.41036 16.59002 -0.557
H 19.88496 25.53057 19.11291 0.256
H 21.28076 26.51078 18.76327 0.373
H 21.44795 25.13447 19.81764 0.273
H 22.41644 24.34567 17.73998 0.322
H 21.20789 25.13219 16.80663 0.337
H 18.09170 21.61276 15.52199 0.431
H 17.20139 21.81592 17.05776 0.224
H 18.04463 20.33261 16.73736 0.077
C 19.12205 18.94182 13.73319 -0.726
C 20.59912 18.57050 13.87604 -0.639
O 21.32075 19.69229 13.36715 -0.171
C 22.47826 19.45563 12.79418 0.728
O 22.94515 18.38373 12.48852 -0.580
O 23.07748 20.61713 12.54760 -0.339
C 24.18633 20.65356 11.69287 -0.662
H 18.32210 18.30056 14.10636 0.462
H 18.88285 18.85360 12.67022 0.313
H 18.97951 19.94149 14.13624 0.180
H 20.82168 17.63090 13.38224 0.353
H 20.79497 18.49998 14.94830 0.325
H 24.96189 19.98290 12.07252 0.290
H 24.57911 21.65621 11.55083 0.232
H 23.93244 20.29339 10.69000 0.294
C 12.99532 14.23331 16.24187 -0.970
C 11.70600 14.77152 16.85080 -0.342
O 11.47099 16.06538 16.31805 -0.025
C 10.31953 16.68732 16.55543 0.659
O 9.38565 16.19232 17.13882 -0.591
O 10.41169 17.89627 16.06077 -0.133
C 9.26837 18.72329 15.95529 -0.816
H 13.80619 14.92696 16.48160 0.091
H 12.96738 14.11436 15.16140 0.274
H 13.23032 13.29359 16.74098 0.425
H 11.80071 14.75218 17.93478 0.342
H 10.90355 14.11617 16.50668 0.312
H 9.25770 19.06458 14.92042 0.265
H 9.17053 19.60855 16.58500 0.254
H 8.34786 18.17178 16.15306 0.380
C 11.44585 22.27936 24.07398 -1.223
C 10.75206 22.23074 22.71531 -0.214
O 11.70891 22.02403 21.68766 -0.169
C 11.28452 22.36033 20.46407 0.573
O 10.19490 22.78818 20.20287 -0.589
O 12.29895 22.18993 19.63846 -0.133
C 12.15272 22.47192 18.24892 -0.580
H 12.27384 22.97912 24.15283 0.294
H 11.86686 21.27575 24.22699 0.275
H 10.74844 22.41501 24.89788 0.394
H 10.33631 23.24318 22.69209 0.279
H 9.91324 21.54115 22.69616 0.327
H 11.46074 23.24287 17.92824 0.443
H 11.93736 21.55551 17.69148 0.126
H 13.19342 22.65346 17.98381 0.173
C 15.96909 21.82525 6.76942 -1.197
C 16.78775 21.47128 8.00428 -0.223
O 16.11712 20.49679 8.77327 -0.256
C 16.74115 20.00024 9.83928 0.652
O 17.92444 20.08932 10.02444 -0.590
O 15.85910 19.42266 10.62604 -0.199
C 16.27556 19.13305 11.95844 -0.585
H 16.50611 22.59232 6.21292 0.387
H 15.04260 22.26171 7.14630 0.301
H 15.81286 20.96678 6.12189 0.301
H 16.95958 22.34796 8.63462 0.316
H 17.76418 21.12338 7.65399 0.285
H 15.41198 19.11841 12.61769 0.022
H 16.95332 19.86459 12.39651 0.321
H 16.81330 18.18794 11.89150 0.397
C 18.86169 22.94829 22.75503 -1.273
C 18.04039 23.26611 21.51090 0.136
O 17.50291 22.07558 20.97801 -0.377
C 16.57131 22.13292 20.06376 0.718
O 16.06656 23.13807 19.62894 -0.596
O 16.29328 20.89603 19.62793 -0.351
C 15.27037 20.79858 18.64843 -0.465
H 19.76137 22.37656 22.52616 0.312
H 18.23428 22.31332 23.38364 0.334
H 19.16215 23.84619 23.28898 0.393
H 18.67078 23.70644 20.73304 -0.026
H 17.27780 23.99723 21.78294 0.325
H 15.18241 21.72899 18.08602 0.596
H 14.30590 20.62780 19.12470 0.543
H 15.51068 20.02320 17.92992 -0.177
Cl 13.60455 19.87195 15.90331 -0.167
C 14.36063 18.32006 15.52918 0.405
Cl 16.10903 18.33033 15.82596 -0.121
H 13.85764 17.59071 16.15748 -0.123
H 14.08778 18.12361 14.49569 0.003
```

Total charge = 0
Structure (SMILES) = CCOC(=O)OC.CCOC(=O)OC.CCOC(=O)OC.CCOC(=O)OC.CCOC(=O)OC.CCOC(=O)OC.CCOC(=O)OC.CCOC(=O)OC.ClCCl
E_LUMO = 0.469 eV
Maximum force = 2.64 eV/Å